{
  "formula": "C23H23B11Br8N4SSe3TeZr",
  "method": "ωB97M-V/def2-TZVPD",
  "homo_energy_ha": -0.473,
  "gap_ha": 0.1363,
  "charge": 2,
  "elements": ["Zr", "Br", "B", "B", "C", "B", "B", "B", "B", "B", "Br", "B", "Br", "B", "Br", "B", "Br", "B", "Br", "H", "H", "H", "H", "H", "H", "Br", "C", "C", "C", "C", "C", "C", "N", "C", "C", "C", "C", "C", "C", "N", "H", "H", "H", "H", "H", "H", "H", "H", "H", "S", "C", "C", "C", "C", "C", "N", "H", "H", "H", "H", "Se", "Se", "Te", "Se", "Br", "C", "C", "C", "C", "C", "N", "H", "H", "H", "H"],
  "positions_angstrom": [[0.002, 0.211, -0.078], [-3.570, 0.239, -0.052], [-4.230, -1.000, 1.315], [-4.002, -2.733, 1.084], [-5.243, -3.413, 1.987], [-3.687, -3.454, 2.680], [-3.706, -2.156, 3.892], [-5.126, -3.191, 3.671], [-6.321, -2.304, 2.697], [-5.631, -2.023, 1.087], [-6.683, -2.099, -0.527], [-5.668, -0.707, 2.292], [-6.740, 0.866, 2.030], [-5.354, -1.448, 3.908], [-6.135, -0.708, 5.508], [-3.072, -1.872, 2.285], [-1.112, -1.530, 1.903], [-4.049, -0.621, 3.053], [-3.281, 1.045, 3.677], [-3.586, -3.240, 0.104], [-5.656, -4.346, 1.630], [-3.073, -4.460, 2.734], [-3.030, -2.187, 4.859], [-5.494, -4.035, 4.404], [-7.465, -2.565, 2.787], [0.745, 7.051, -3.998], [1.011, 5.526, -2.940], [0.836, 5.601, -1.566], [1.027, 4.467, -0.793], [1.385, 3.263, -1.391], [1.571, 3.195, -2.766], [1.390, 4.330, -3.538], [1.569, 2.123, -0.512], [2.369, 2.350, 0.459], [2.465, 1.459, 1.606], [3.365, 1.747, 2.612], [3.488, 0.865, 3.679], [2.721, -0.279, 3.664], [1.832, -0.493, 2.617], [1.663, 0.368, 1.607], [0.548, 6.533, -1.101], [0.858, 4.513, 0.276], [1.895, 2.285, -3.243], [1.554, 4.290, -4.605], [2.974, 3.257, 0.479], [3.965, 2.643, 2.553], [4.177, 1.065, 4.487], [2.787, -1.016, 4.450], [1.249, -1.397, 2.599], [-0.865, 2.191, 1.264], [-1.464, 2.609, -0.321], [-2.265, 3.704, -0.634], [-2.702, 3.843, -1.932], [-2.349, 2.893, -2.900], [-1.562, 1.835, -2.527], [-1.126, 1.703, -1.257], [-2.536, 4.407, 0.140], [-3.325, 4.682, -2.204], [-2.691, 2.978, -3.920], [-1.256, 1.064, -3.224], [-1.711, -1.670, -1.506], [-0.946, -2.941, -3.158], [1.149, -2.013, -3.925], [1.459, -0.168, -2.466], [4.012, -0.818, -0.260], [2.929, -2.349, -0.007], [3.610, -3.558, 0.058], [2.874, -4.724, 0.137], [1.491, -4.633, 0.116], [0.912, -3.382, 0.051], [1.605, -2.226, 0.018], [4.688, -3.568, 0.034], [3.373, -5.681, 0.192], [0.863, -5.510, 0.156], [-0.163, -3.296, 0.040]],
  "atomic_forces_ev_per_a": [[0.181, 0.284, 0.505], [-0.072, 0.153, -0.106], [0.216, -0.033, 0.043], [0.006, -0.085, -0.031], [-0.037, -0.081, 0.039], [0.048, -0.115, -0.014], [-0.013, -0.046, 0.065], [-0.049, -0.020, 0.030], [-0.107, -0.082, 0.018], [-0.087, -0.046, -0.021], [-0.022, 0.007, -0.055], [0.039, -0.078, 0.090], [-0.113, 0.139, -0.042], [0.015, -0.026, 0.011], [-0.044, 0.020, 0.074], [-0.116, 0.157, -0.125], [0.097, 0.029, 0.203], [0.120, 0.101, -0.046], [0.039, 0.067, -0.014], [-0.020, -0.029, 0.005], [0.000, 0.037, 0.012], [0.016, 0.009, -0.009], [0.034, 0.005, -0.014], [-0.001, -0.016, -0.001], [-0.011, -0.005, -0.018], [-0.020, 0.056, -0.044], [0.033, -0.050, 0.048], [0.016, -0.082, -0.049], [-0.029, 0.118, -0.123], [0.088, -0.149, 0.171], [-0.029, 0.091, 0.018], [-0.018, 0.006, 0.076], [-0.001, -0.072, 0.051], [-0.015, 0.028, -0.023], [-0.009, 0.004, -0.127], [-0.080, -0.111, -0.039], [-0.001, 0.063, -0.054], [-0.091, -0.068, -0.076], [0.102, 0.104, -0.024], [0.182, 0.003, 0.186], [-0.003, 0.034, 0.001], [0.011, -0.025, 0.026], [0.029, -0.031, -0.018], [0.004, 0.007, -0.042], [-0.056, -0.045, -0.008], [0.020, 0.044, -0.010], [0.034, 0.008, 0.040], [0.004, -0.032, 0.036], [-0.012, -0.024, 0.036], [0.040, -0.370, -0.195], [-0.163, 0.049, 0.025], [0.074, -0.105, 0.116], [0.032, -0.084, -0.103], [0.017, -0.010, 0.031], [0.027, 0.054, 0.036], [-0.094, 0.052, -0.236], [-0.010, 0.020, 0.033], [-0.040, 0.041, -0.021], [-0.008, 0.016, -0.020], [-0.029, 0.060, 0.022], [-0.300, 0.144, -0.003], [0.053, -0.230, -0.135], [0.086, -0.129, -0.123], [0.095, 0.262, -0.174], [0.064, 0.050, 0.139], [0.133, -0.121, -0.140], [-0.079, 0.081, 0.015], [-0.028, 0.004, -0.024], [0.022, 0.094, -0.008], [0.056, -0.052, 0.125], [-0.209, -0.003, -0.108], [0.049, 0.004, 0.016], [0.008, -0.036, 0.015], [-0.031, -0.049, -0.002], [-0.044, 0.031, 0.072]]
}


{
  "formula": "C23H23BrCl66NOS",
  "method": "ωB97M-V/def2-TZVPD",
  "homo_energy_ha": -0.430,
  "gap_ha": 0.2328,
  "charge": 1,
  "elements": ["N", "C", "O", "S", "Br", "H", "C", "Cl", "Cl", "Cl", "H", "C", "Cl", "Cl", "Cl", "H", "C", "Cl", "Cl", "Cl", "H", "C", "Cl", "Cl", "Cl", "H", "C", "Cl", "Cl", "Cl", "H", "C", "Cl", "Cl", "Cl", "H", "C", "Cl", "Cl", "Cl", "H", "C", "Cl", "Cl", "Cl", "H", "C", "Cl", "Cl", "Cl", "H", "C", "Cl", "Cl", "Cl", "H", "C", "Cl", "Cl", "Cl", "H", "C", "Cl", "Cl", "Cl", "H", "C", "Cl", "Cl", "Cl", "H", "C", "Cl", "Cl", "Cl", "H", "C", "Cl", "Cl", "Cl", "H", "C", "Cl", "Cl", "Cl", "H", "C", "Cl", "Cl", "Cl", "H", "C", "Cl", "Cl", "Cl", "H", "C", "Cl", "Cl", "Cl", "H", "C", "Cl", "Cl", "Cl", "H", "C", "Cl", "Cl", "Cl", "H", "C", "Cl", "Cl", "Cl", "H"],
  "positions_angstrom": [[-1.570, 0.418, 1.490], [-2.573, 0.972, 1.450], [-3.838, 1.359, 1.574], [-4.805, 0.259, 0.786], [-6.654, 0.594, 1.736], [-4.333, -0.897, 1.330], [-1.126, 3.827, 4.536], [-0.644, 2.692, 5.780], [0.252, 4.478, 3.661], [-2.243, 3.045, 3.386], [-1.646, 4.650, 5.008], [2.884, 0.656, 4.802], [3.752, -0.822, 4.374], [3.810, 2.076, 4.315], [1.284, 0.662, 4.071], [2.776, 0.684, 5.880], [-7.021, -3.963, 1.557], [-8.213, -3.384, 0.411], [-5.566, -2.908, 1.504], [-7.636, -4.017, 3.192], [-6.701, -4.956, 1.266], [2.010, 0.860, -0.122], [3.481, -0.094, 0.024], [1.909, 2.034, 1.184], [1.916, 1.665, -1.691], [1.166, 0.186, -0.043], [-8.728, 0.288, 5.395], [-8.438, -1.342, 4.803], [-7.425, 0.831, 6.440], [-8.943, 1.406, 4.033], [-9.650, 0.290, 5.963], [-0.719, -2.166, -0.208], [-2.405, -2.708, -0.450], [0.146, -3.296, 0.821], [0.076, -1.972, -1.760], [-0.757, -1.212, 0.296], [-6.598, 4.368, 0.394], [-7.717, 3.924, 1.691], [-6.607, 3.113, -0.857], [-6.985, 5.937, -0.268], [-5.599, 4.412, 0.810], [-0.531, 1.616, 9.819], [-1.765, 1.248, 11.016], [-0.655, 0.518, 8.435], [-0.632, 3.299, 9.300], [0.439, 1.464, 10.274], [7.159, 0.286, 3.676], [7.419, 1.744, 2.711], [7.440, -1.162, 2.712], [8.164, 0.298, 5.122], [6.124, 0.281, 3.991], [-1.295, 3.258, -2.635], [-2.530, 2.844, -1.415], [-1.266, 2.047, -3.914], [-1.612, 4.848, -3.309], [-0.333, 3.260, -2.139], [-4.249, 7.716, -4.598], [-4.571, 9.420, -4.886], [-2.549, 7.338, -4.893], [-4.709, 7.256, -2.957], [-4.846, 7.136, -5.291], [1.624, -3.996, -4.991], [0.793, -4.918, -3.739], [2.062, -2.378, -4.414], [3.052, -4.848, -5.552], [0.942, -3.871, -5.824], [6.184, -0.524, -2.455], [6.554, 0.955, -3.340], [6.496, -1.950, -3.443], [7.085, -0.594, -0.939], [5.129, -0.510, -2.214], [-0.778, 0.386, -7.093], [-2.426, -0.259, -7.126], [0.259, -0.634, -6.097], [-0.135, 0.550, -8.721], [-0.818, 1.371, -6.647], [4.632, -1.279, 8.069], [4.906, -2.318, 9.461], [3.774, 0.202, 8.537], [6.132, -0.886, 7.241], [3.996, -1.810, 7.372], [-5.038, 1.345, -5.346], [-6.237, 1.075, -4.078], [-5.791, 1.306, -6.935], [-4.179, 2.850, -5.056], [-4.310, 0.546, -5.292], [-3.459, -3.761, -9.217], [-1.814, -3.397, -8.690], [-3.614, -5.449, -9.686], [-4.637, -3.349, -7.961], [-3.670, -3.148, -10.083], [6.134, -7.027, -3.798], [4.520, -7.442, -3.221], [6.068, -6.323, -5.415], [6.944, -5.939, -2.674], [6.712, -7.940, -3.857], [-5.543, -7.789, -0.204], [-6.796, -8.050, 1.009], [-6.228, -7.710, -1.819], [-4.641, -6.309, 0.166], [-4.848, -8.618, -0.164], [10.780, 3.555, 3.583], [10.596, 5.259, 3.162], [12.389, 2.974, 3.169], [10.432, 3.290, 5.291], [10.058, 2.989, 3.008], [-8.325, -2.438, -5.471], [-9.400, -2.259, -4.082], [-8.561, -1.133, -6.625], [-6.640, -2.512, -4.944], [-8.564, -3.372, -5.963], [16.527, 3.943, 2.611], [18.226, 3.919, 3.078], [15.933, 2.305, 2.323], [15.549, 4.762, 3.825], [16.442, 4.495, 1.684]],
  "atomic_forces_ev_per_a": [[0.419, 0.109, -0.354], [-0.668, -0.320, 0.551], [0.542, -0.127, -0.240], [-0.308, 0.213, -1.057], [0.129, -0.246, 0.401], [-0.070, 0.139, 0.449], [0.252, -0.042, -0.007], [-0.196, 0.196, 0.084], [0.060, 0.006, 0.034], [-0.181, 0.353, 0.278], [-0.112, -0.029, -0.089], [0.075, 0.059, -0.018], [-0.040, -0.106, 0.025], [0.019, 0.006, 0.030], [-0.002, -0.284, 0.114], [-0.021, -0.016, -0.019], [-0.178, 0.156, -0.003], [-0.003, -0.005, 0.012], [0.167, -0.350, -0.048], [-0.031, -0.204, -0.021], [0.103, 0.045, -0.014], [0.009, 0.035, 0.115], [0.036, -0.047, -0.020], [-0.057, 0.144, -0.204], [0.031, -0.078, -0.132], [0.014, 0.035, -0.017], [0.057, -0.038, 0.115], [0.006, 0.104, -0.033], [0.005, 0.000, -0.012], [-0.054, 0.073, -0.134], [-0.006, 0.024, -0.024], [0.033, -0.161, -0.087], [-0.087, 0.156, 0.118], [-0.011, 0.009, 0.018], [0.001, 0.104, 0.052], [-0.027, -0.023, -0.011], [0.018, -0.009, 0.033], [-0.020, 0.116, 0.106], [0.151, -0.017, -0.144], [-0.030, 0.009, -0.057], [-0.017, -0.008, 0.025], [-0.003, 0.005, 0.021], [-0.007, -0.004, 0.006], [0.041, -0.001, 0.001], [0.020, -0.025, 0.042], [-0.003, -0.006, -0.011], [-0.035, 0.034, 0.037], [-0.012, 0.001, -0.002], [-0.014, -0.020, 0.013], [0.195, 0.066, -0.164], [0.029, 0.025, -0.017], [-0.042, 0.064, -0.199], [-0.038, -0.007, 0.041], [0.373, -0.245, 0.274], [0.001, -0.193, 0.204], [-0.022, -0.029, 0.040], [0.006, 0.051, 0.014], [-0.005, -0.002, -0.010], [-0.039, 0.193, -0.160], [-0.027, -0.064, 0.018], [0.009, -0.016, 0.017], [0.057, -0.022, -0.092], [-0.017, 0.010, 0.013], [0.196, -0.171, 0.197], [-0.060, 0.034, 0.008], [-0.007, 0.018, 0.014], [-0.019, -0.022, -0.026], [-0.004, 0.018, -0.002], [-0.010, -0.024, 0.004], [-0.047, 0.008, 0.023], [0.019, 0.001, -0.004], [-0.032, 0.003, -0.029], [-0.052, 0.072, 0.002], [-0.143, 0.169, -0.109], [-0.013, -0.017, -0.016], [0.011, 0.010, -0.012], [0.003, -0.069, -0.077], [0.000, 0.035, 0.016], [-0.038, 0.027, -0.009], [-0.138, -0.033, 0.107], [0.005, -0.006, 0.010], [0.045, -0.062, -0.007], [-0.154, -0.044, 0.147], [0.082, 0.051, 0.056], [-0.233, 0.276, -0.177], [-0.046, -0.053, -0.033], [0.005, 0.013, 0.015], [-0.018, -0.062, -0.014], [-0.001, -0.019, -0.005], [0.064, 0.048, 0.001], [-0.010, 0.002, 0.015], [-0.003, 0.006, 0.031], [-0.005, -0.007, -0.004], [0.079, -0.036, -0.032], [-0.002, 0.017, -0.002], [-0.002, 0.008, -0.004], [-0.056, 0.032, -0.009], [-0.014, 0.000, 0.010], [0.000, -0.001, -0.005], [0.103, 0.032, -0.018], [-0.005, 0.008, 0.019], [-0.013, -0.041, -0.023], [-0.013, 0.003, -0.007], [-0.002, -0.018, -0.009], [0.003, 0.025, 0.031], [0.005, 0.002, 0.009], [0.011, 0.060, -0.026], [-0.014, -0.005, 0.014], [-0.031, -0.014, 0.006], [0.061, -0.082, -0.013], [0.010, -0.007, 0.027], [0.012, -0.003, 0.011], [0.008, 0.002, -0.008], [-0.022, 0.002, -0.006], [0.014, 0.023, 0.006], [-0.004, -0.008, 0.006]]
}


{
  "formula": "C23H23BrN2O5S",
  "method": "ωB97M-V/def2-TZVPD",
  "smiles": "COc1ccc(N2CCN(C(=O)c3ccc(CS(=O)(=O)c4ccc(Br)cc4)o3)CC2)cc1",
  "homo_energy_ha": -0.286,
  "gap_ha": 0.3035,
  "e_above_lowest_ev": 0.000,
  "elements": ["C", "O", "C", "C", "C", "C", "N", "C", "C", "N", "C", "O", "C", "C", "C", "C", "C", "S", "O", "O", "C", "C", "C", "C", "Br", "C", "C", "O", "C", "C", "C", "C", "H", "H", "H", "H", "H", "H", "H", "H", "H", "H", "H", "H", "H", "H", "H", "H", "H", "H", "H", "H", "H", "H", "H"],
  "positions_angstrom": [[2.815, -6.375, 6.047], [3.230, -6.397, 4.705], [2.992, -5.293, 3.935], [2.365, -4.133, 4.367], [2.171, -3.075, 3.494], [2.607, -3.136, 2.174], [2.489, -2.062, 1.282], [1.856, -2.303, 0.003], [2.358, -1.257, -0.998], [2.036, 0.055, -0.499], [1.152, 0.942, -1.000], [0.992, 2.047, -0.503], [0.331, 0.560, -2.176], [-0.327, -0.578, -2.575], [-1.147, -0.208, -3.662], [-0.944, 1.133, -3.856], [-1.622, 2.113, -4.712], [-3.166, 2.651, -3.815], [-3.415, 4.027, -4.143], [-4.188, 1.684, -4.106], [-2.707, 2.499, -2.087], [-2.995, 1.315, -1.437], [-2.514, 1.112, -0.156], [-1.759, 2.110, 0.440], [-1.028, 1.791, 2.149], [-1.504, 3.316, -0.194], [-1.980, 3.505, -1.479], [-0.059, 1.595, -2.955], [2.642, 0.308, 0.792], [2.169, -0.748, 1.796], [3.246, -4.306, 1.753], [3.429, -5.365, 2.612], [1.729, -6.257, 6.132], [3.311, -5.577, 6.610], [3.104, -7.340, 6.462], [2.010, -4.035, 5.381], [1.661, -2.198, 3.861], [2.097, -3.306, -0.348], [0.758, -2.217, 0.089], [1.933, -1.407, -1.988], [3.449, -1.334, -1.065], [-0.272, -1.554, -2.138], [-1.803, -0.841, -4.222], [-1.029, 3.010, -4.859], [-1.961, 1.695, -5.654], [-3.583, 0.568, -1.946], [-2.708, 0.188, 0.367], [-0.910, 4.072, 0.294], [-1.786, 4.417, -2.019], [2.348, 1.305, 1.120], [3.730, 0.258, 0.690], [2.697, -0.594, 2.737], [1.088, -0.618, 1.968], [3.620, -4.380, 0.743], [3.923, -6.265, 2.283]],
  "atomic_forces_ev_per_a": [[-0.062, 0.006, 0.195], [0.079, 0.068, -0.338], [-0.032, 0.080, -0.023], [0.111, -0.400, 0.262], [-0.002, 0.137, -0.375], [-0.039, -0.159, 0.322], [0.100, 0.225, -0.123], [0.151, 0.048, -0.305], [-0.187, -0.451, -0.098], [0.187, -0.124, 0.088], [-0.027, 0.487, -0.029], [0.150, 0.012, -0.201], [-0.391, -0.712, -0.068], [0.460, 0.509, 0.189], [0.115, 0.639, -0.280], [0.023, -1.145, -0.115], [-0.547, 0.418, 0.762], [0.107, 0.137, -0.109], [0.285, 0.215, 0.099], [0.096, -0.413, 0.106], [-0.216, 0.020, -0.655], [-0.083, -0.073, -0.028], [0.035, 0.099, 0.054], [-0.133, 0.002, -0.008], [-0.016, 0.020, 0.130], [-0.140, -0.019, -0.043], [-0.032, 0.138, 0.096], [0.178, 0.270, -0.006], [-0.199, 0.203, 0.450], [0.238, 0.161, -0.125], [-0.073, -0.050, 0.103], [-0.076, -0.068, 0.157], [0.040, 0.011, -0.001], [-0.030, -0.018, -0.021], [-0.043, 0.085, 0.022], [-0.016, -0.035, 0.099], [-0.044, 0.102, 0.006], [-0.029, 0.035, 0.002], [0.014, -0.056, -0.033], [0.067, 0.010, 0.065], [-0.085, -0.048, -0.051], [0.089, -0.164, 0.157], [-0.212, -0.090, -0.146], [0.042, 0.069, -0.066], [-0.087, 0.001, -0.042], [-0.046, -0.124, -0.002], [-0.015, -0.040, 0.037], [0.047, 0.027, 0.017], [0.078, 0.149, -0.017], [0.076, -0.106, -0.048], [-0.035, -0.001, 0.027], [-0.036, 0.001, 0.014], [0.024, 0.001, 0.035], [0.066, 0.018, -0.092], [0.073, -0.106, -0.047]]
}